1.
A 2-piece molecular cluster, C3H11N2S overall in a non-equilibrium geometry. Source: the OMol25 dataset; level of theory: ωB97M-V/def2-TZVPD.

CARTESIAN COORDINATES (ANGSTROEM)
C -2.75 0.86 0.07
C -2.12 -0.21 -0.81
S -1.41 -1.57 0.13
H -2.03 1.31 0.75
H -3.58 0.47 0.66
H -3.15 1.65 -0.57
H -2.84 -0.73 -1.46
H -1.34 0.18 -1.47
H -2.58 -1.90 0.73
N 1.73 0.10 0.90
C 2.63 -0.36 0.02
N 3.78 0.17 -0.20
H 1.75 1.11 1.04
H 0.96 -0.50 1.15
H 2.45 -1.35 -0.37
H 4.48 -0.33 -0.74
H 4.02 1.09 0.16

## Properties
Calculated total energy, Ha: -627.90556
Multiplicity: 2
HOMO (alpha / beta), eV: -19.5 / -19.5
Relative energy (zero: lowest compared OMol25 entry of this formula, charge and spin), eV: 0.447
⟨S²⟩: 0.753
Charge: +2
LUMO (alpha / beta), eV: -7.41 / -12.44
Frontier orbital gap (alpha / beta), eV: 12.086 / 7.050

***

2.
C3H3N3O as an isolated structure in a non-equilibrium geometry. Source: the OMol25 dataset; level of theory: ωB97M-V/def2-TZVPD.

CARTESIAN COORDINATES (ANGSTROEM)
C -0.53 -1.07 -1.08
C -0.24 -0.07 -0.12
C -0.21 0.68 1.79
H 0.90 -0.46 -2.20
H -1.31 -1.81 -1.02
H -0.28 0.94 2.87
N -0.92 -0.13 1.04
N 0.85 1.25 1.16
N 0.89 0.74 -0.10
O 0.11 -1.11 -2.23

## Properties
Calculated total energy, Ha: -355.55671
HOMO, eV: -9.9
Relative energy (zero: lowest compared OMol25 entry of this formula, charge and spin), eV: 2.263
Charge: 0
LUMO, eV: -1.35
Frontier orbital gap, eV: 8.577

***

3.
The molecule C7H9N in a non-equilibrium geometry. Source: the OMol25 dataset; level of theory: ωB97M-V/def2-TZVPD.

CARTESIAN COORDINATES (ANGSTROEM)
C -1.86 -0.92 -1.21
C -0.48 -0.43 -0.68
C 0.68 -1.35 -0.68
N -0.03 0.92 -0.88
C 0.65 1.36 0.27
C 0.02 -1.33 0.41
C 1.42 0.64 1.22
C 0.07 1.01 1.54
H -1.66 -1.74 -2.00
H -2.49 -0.11 -1.67
H -2.29 -1.46 -0.34
H 1.32 -1.08 -1.49
H 0.79 2.48 0.17
H 0.11 -1.82 1.36
H 2.45 0.95 1.20
H -0.12 1.92 2.16
H -0.93 0.48 1.49

## Properties
Calculated total energy, Ha: -326.49163
HOMO, eV: -7.0
Relative energy (zero: lowest compared OMol25 entry of this formula, charge and spin), eV: 10.867
Charge: 0
LUMO, eV: -1.13
Frontier orbital gap, eV: 5.911

***

4.
The molecule C26H28O3 in a non-equilibrium geometry. Source: the OMol25 dataset; level of theory: ωB97M-V/def2-TZVPD.

CARTESIAN COORDINATES (ANGSTROEM)
C 1.55 -5.03 2.92
C 2.67 -4.24 2.20
C 3.73 -3.77 3.21
C 3.34 -5.14 1.14
C 2.02 -3.07 1.44
C 2.31 -1.70 1.55
C 1.74 -0.76 0.67
C 0.82 -1.11 -0.32
O 0.06 -0.28 -1.05
C 0.61 -2.50 -0.47
C 1.10 -3.41 0.45
H 0.83 -5.41 2.19
H 1.96 -5.87 3.49
H 1.02 -4.37 3.61
H 4.58 -3.31 2.68
H 3.31 -3.04 3.92
H 4.12 -4.63 3.78
H 4.16 -4.60 0.66
H 3.74 -6.07 1.57
H 2.62 -5.43 0.36
H 2.98 -1.32 2.32
H 2.01 0.28 0.70
H 0.01 -2.79 -1.32
H 0.76 -4.44 0.31
C -3.19 3.89 -6.47
O -1.94 3.20 -6.16
C -1.75 2.44 -5.06
C -0.54 1.73 -4.96
C -0.11 1.26 -3.74
C -0.86 1.46 -2.58
C -0.11 1.32 -1.21
C -0.73 2.05 -0.04
C -0.62 1.44 1.21
C -1.15 2.06 2.33
C -1.82 3.29 2.22
O -2.31 3.81 3.38
C -1.94 2.81 4.44
C -1.18 1.65 3.77
C -1.99 3.90 0.97
C -1.44 3.27 -0.12
C -2.18 1.90 -2.76
C -2.64 2.39 -3.97
H -3.07 4.15 -7.53
H -4.07 3.24 -6.33
H -3.25 4.81 -5.86
H 0.06 1.64 -5.86
H 0.84 0.74 -3.69
H 0.91 1.90 -1.40
H -0.19 0.45 1.34
H -1.34 3.35 5.20
H -2.89 2.50 4.92
H -1.72 0.71 3.94
H -0.18 1.57 4.20
H -2.55 4.82 0.90
H -1.62 3.67 -1.11
H -2.85 1.84 -1.93
H -3.65 2.75 -4.06

## Properties
Calculated total energy, Ha: -1233.18201
HOMO, eV: -7.9
SMILES: COc1ccc([C@H](Oc2ccc(C(C)(C)C)cc2)c2ccc3c(c2)CCO3)cc1
Charge: 0
LUMO, eV: 0.76
Frontier orbital gap, eV: 8.655

***

5.
A 2-piece molecular cluster, CH2BrP overall in a non-equilibrium geometry. Source: the OMol25 dataset; level of theory: ωB97M-V/def2-TZVPD.

CARTESIAN COORDINATES (ANGSTROEM)
C -0.23 -0.18 -0.79
P 0.14 1.28 -0.13
Br 0.81 0.31 2.96
H -0.07 -0.41 -1.83
H -0.65 -0.99 -0.21

## Properties
Calculated total energy, Ha: -2954.56612
HOMO (alpha / beta), eV: -10.0 / -9.2
Relative energy (zero: lowest compared OMol25 entry of this formula, charge and spin), eV: 1.981
Charge: 0
LUMO (alpha / beta), eV: -2.00 / -2.98
Frontier orbital gap (alpha / beta), eV: 7.974 / 6.206

***

6.
C6H13GaO5 as an isolated structure in a non-equilibrium geometry. Source: the OMol25 dataset; level of theory: ωB97M-V/def2-TZVPD.

CARTESIAN COORDINATES (ANGSTROEM)
O 0.21 -2.10 0.04
C -0.91 -1.29 -0.02
C -0.73 0.07 0.66
O -0.05 -0.17 1.89
C 0.66 0.91 2.50
C 1.71 0.28 3.42
O 2.43 -0.71 2.76
Ga 1.29 -1.52 1.49
H -1.78 -1.80 0.46
H -1.68 0.58 0.84
H -0.09 0.72 0.03
H -0.04 1.55 3.05
H 1.15 1.50 1.71
H 1.18 -0.13 4.30
H 2.35 1.10 3.78
H -1.12 -1.10 -1.14
O 1.01 -0.59 -2.85
C -1.21 1.18 -2.79
O -1.15 -0.04 -3.51
C -0.28 -0.98 -3.06
H -2.04 1.76 -3.20
H -1.39 0.98 -1.72
H -0.27 1.75 -2.90
H -0.34 -1.89 -3.67
H 1.09 -0.06 -2.05

## Properties
Calculated total energy, Ha: -2537.00854
Multiplicity: 2
HOMO (alpha / beta), eV: -10.5 / -14.0
⟨S²⟩: 0.753
Charge: +1
LUMO (alpha / beta), eV: -6.10 / -6.09
Frontier orbital gap (alpha / beta), eV: 4.353 / 7.938

***

7.
The molecule C4H5I in a non-equilibrium geometry. Source: the OMol25 dataset; level of theory: ωB97M-V/def2-TZVPD.

CARTESIAN COORDINATES (ANGSTROEM)
C 0.23 -1.10 0.01
C 1.13 -0.12 0.03
C -1.01 -0.26 -0.02
C -0.20 1.06 0.02
I 3.19 0.08 -0.01
H 0.35 -2.17 0.02
H -1.60 -0.37 -0.93
H -1.67 -0.40 0.84
H -0.23 1.65 0.92
H -0.19 1.64 -0.89

## Properties
Calculated total energy, Ha: -453.02599
HOMO, eV: -9.0
Relative energy (zero: lowest compared OMol25 entry of this formula, charge and spin), eV: 0.604
SMILES: IC1=CCC1
Charge: 0
LUMO, eV: 0.65
Frontier orbital gap, eV: 9.600

***

8.
An isolated ion of composition C3H7N4O and charge +1 in a non-equilibrium geometry. Source: the OMol25 dataset; level of theory: ωB97M-V/def2-TZVPD.

CARTESIAN COORDINATES (ANGSTROEM)
C 0.93 -1.39 1.26
C -0.80 -0.17 0.11
C -1.89 1.81 -0.68
N -0.31 -0.87 0.88
N 2.01 -0.90 0.28
N 1.66 -0.17 -0.69
N -1.48 0.44 -0.75
O 3.16 -1.22 0.51
H 1.33 -1.34 2.33
H 0.74 -2.51 1.15
H -1.85 2.16 -1.64
H -1.33 2.27 0.03
H -2.82 1.93 -0.14
H 2.50 0.14 -1.17
H -1.84 -0.17 -1.47

## Properties
Calculated total energy, Ha: -412.36235
HOMO, eV: -14.4
Relative energy (zero: lowest compared OMol25 entry of this formula, charge and spin), eV: 5.027
SMILES: [H]/N=[N+](\[O-])CN=C=[NH+]C
Charge: +1
LUMO, eV: -3.97
Frontier orbital gap, eV: 10.400

***

9.
An isolated ion of composition C2HO4S and charge -1 in a non-equilibrium geometry. Source: the OMol25 dataset; level of theory: ωB97M-V/def2-TZVPD.

CARTESIAN COORDINATES (ANGSTROEM)
C -1.71 0.00 -0.48
C -0.69 -0.72 0.05
O 2.86 0.08 -0.63
O -1.81 -1.28 0.49
O 1.58 1.35 0.95
O 0.48 -1.08 0.11
S 1.52 0.63 -0.33
H -2.23 1.04 -0.16

## Properties
Calculated total energy, Ha: -775.90055
HOMO, eV: -3.6
Relative energy (zero: lowest compared OMol25 entry of this formula, charge and spin), eV: 3.387
Charge: -1
LUMO, eV: 3.81
Frontier orbital gap, eV: 7.416

***

10.
C30H14Cl2F3N7O3Os as an isolated structure in a non-equilibrium geometry. Source: the OMol25 dataset; level of theory: ωB97M-V/def2-TZVPD.

CARTESIAN COORDINATES (ANGSTROEM)
Os 0.81 -0.28 -0.34
Cl -1.95 3.27 -5.45
C -1.21 2.88 -3.93
C -1.18 1.55 -3.54
C -0.57 1.22 -2.34
N -0.47 -0.07 -1.77
C -1.53 -0.98 -1.90
O -2.23 -1.12 -2.86
C -1.70 -1.77 -0.62
C -2.64 -2.78 -0.52
C -2.78 -3.42 0.71
C -1.98 -3.01 1.76
C -1.06 -2.00 1.57
N -0.92 -1.39 0.40
C -0.03 2.22 -1.52
C -0.07 3.55 -1.92
C -0.66 3.87 -3.13
Cl -0.69 5.52 -3.61
N 0.47 1.70 -0.33
C 0.79 2.42 0.76
O 0.73 3.63 0.91
C 1.28 1.52 1.86
C 1.63 2.02 3.10
C 2.11 1.15 4.06
C 2.24 -0.20 3.75
C 1.87 -0.63 2.49
N 1.38 0.21 1.58
H -1.60 0.78 -4.18
H -3.23 -3.04 -1.39
H -3.49 -4.22 0.83
H -2.05 -3.48 2.73
H -0.41 -1.68 2.37
H 0.35 4.32 -1.29
H 1.53 3.09 3.27
H 2.39 1.51 5.04
H 2.64 -0.90 4.46
H 1.97 -1.67 2.18
O 1.47 -2.22 -0.08
N 2.24 -2.80 -0.97
C 2.55 -4.01 -0.64
C 2.07 -4.60 0.58
N 1.67 -5.02 1.57
C 3.39 -4.77 -1.52
N 4.06 -5.39 -2.22
F 9.76 1.11 -3.20
C 9.22 1.88 -2.24
F 9.97 1.69 -1.13
F 9.39 3.16 -2.61
C 7.78 1.54 -1.99
C 7.33 0.25 -2.20
C 6.01 -0.07 -1.94
C 5.13 0.90 -1.44
C 5.60 2.20 -1.23
C 6.92 2.52 -1.51
C 3.77 0.56 -1.15
C 2.63 0.22 -0.92
H 8.00 -0.51 -2.59
H 5.64 -1.08 -2.11
H 4.92 2.95 -0.85
H 7.28 3.53 -1.35

## Properties
Calculated total energy, Ha: -3071.27544
HOMO, eV: -8.2
Relative energy (zero: lowest compared OMol25 entry of this formula, charge and spin), eV: 0.000
Charge: 0
LUMO, eV: -2.18
Frontier orbital gap, eV: 6.027

***

11.
The molecule C17H22ClFN2O5S in a non-equilibrium geometry. Source: the OMol25 dataset; level of theory: ωB97M-V/def2-TZVPD.

CARTESIAN COORDINATES (ANGSTROEM)
O -1.93 -0.58 0.24
C -1.70 -1.54 0.92
N -2.55 -2.61 0.96
S -3.64 -2.85 -0.30
O -2.99 -2.61 -1.53
O -4.24 -4.10 -0.04
O -4.74 -1.76 0.01
C -4.60 -0.43 -0.34
C -4.30 -0.04 -1.64
C -4.19 1.30 -1.94
C -4.40 2.25 -0.96
C -4.72 1.87 0.34
C -4.82 0.52 0.65
H -5.06 0.20 1.65
Cl -4.98 3.05 1.56
F -4.29 3.55 -1.26
H -3.95 1.63 -2.94
H -4.12 -0.79 -2.39
H -2.31 -3.41 1.53
O -0.67 -1.69 1.74
C 0.29 -0.62 1.74
H -0.26 0.32 1.72
C 1.25 -0.73 0.55
C 1.93 -2.10 0.58
C 2.88 -2.21 -0.60
C 3.88 -1.07 -0.52
N 3.21 0.22 -0.57
C 4.20 1.28 -0.64
C 3.53 2.63 -0.85
C 2.59 2.91 0.31
C 1.59 1.76 0.41
H 0.94 1.93 1.27
H 0.97 1.74 -0.49
C 2.29 0.40 0.55
H 2.84 0.38 1.51
H 2.06 3.85 0.16
H 3.17 2.98 1.24
H 2.96 2.61 -1.79
H 4.29 3.41 -0.93
H 4.86 1.06 -1.48
H 4.81 1.32 0.28
H 4.57 -1.12 -1.37
H 4.49 -1.17 0.40
H 3.40 -3.16 -0.59
H 2.32 -2.13 -1.53
H 1.17 -2.89 0.54
H 2.48 -2.21 1.51
H 0.66 -0.65 -0.37
H 0.82 -0.73 2.69

## Properties
Calculated total energy, Ha: -2104.97905
HOMO, eV: -8.8
Relative energy (zero: lowest compared OMol25 entry of this formula, charge and spin), eV: 0.177
SMILES: O=C(NS(=O)(=O)Oc1ccc(F)c(Cl)c1)OC[C@@H]1CCCN2CCCC[C@@H]12
Charge: 0
LUMO, eV: 0.49
Frontier orbital gap, eV: 9.325

***

12.
A 3-piece molecular cluster, C3H12NO2 overall in a non-equilibrium geometry. Source: the OMol25 dataset; level of theory: ωB97M-V/def2-TZVPD.

CARTESIAN COORDINATES (ANGSTROEM)
C -0.16 2.25 0.00
C -0.35 1.28 1.14
C -1.42 1.17 1.90
N 0.80 0.34 1.36
H 0.14 3.21 0.43
H 0.49 1.88 -0.78
H -1.14 2.46 -0.42
H -1.70 0.26 2.41
H -2.06 2.04 1.94
H 0.64 -0.18 2.22
H 1.57 1.00 1.48
H 0.97 -0.17 0.46
H 1.52 -1.38 -0.88
H 0.36 -2.04 -1.49
O 0.58 -1.19 -1.03
H -0.77 -3.68 -3.29
H 0.67 -3.83 -2.89
O -0.16 -3.43 -2.59

## Properties
Calculated total energy, Ha: -326.46273
HOMO, eV: -14.2
Relative energy (zero: lowest compared OMol25 entry of this formula, charge and spin), eV: 1.371
Charge: +1
LUMO, eV: -3.24
Frontier orbital gap, eV: 10.980

***

13.
C26H37AuBrN4OSSi2 as an isolated structure in a non-equilibrium geometry. Source: the OMol25 dataset; level of theory: ωB97M-V/def2-TZVPD.

CARTESIAN COORDINATES (ANGSTROEM)
Au 0.87 0.16 -0.18
Br -3.67 -0.08 5.87
C -2.12 -0.01 4.78
C -2.25 0.03 3.39
C -1.12 0.09 2.62
C 0.16 0.11 3.18
C 0.27 0.07 4.58
C -0.86 0.02 5.37
N 1.21 0.15 2.28
C 2.45 0.01 2.57
C 3.43 -0.04 1.51
C 4.80 -0.02 1.80
C 5.72 -0.08 0.76
C 5.25 -0.17 -0.54
C 3.88 -0.18 -0.75
N 3.00 -0.13 0.24
H -3.23 0.01 2.93
H -1.21 0.12 1.55
H 1.23 0.11 5.07
H -0.77 -0.01 6.44
H 2.82 -0.10 3.58
H 5.13 0.06 2.82
H 6.77 -0.03 0.96
H 5.93 -0.23 -1.37
H 3.46 -0.22 -1.75
C 0.94 -3.44 -1.79
Si -0.29 -3.06 -0.38
C -1.61 -4.43 -0.33
C 0.62 -3.03 1.29
N -0.77 -1.39 -0.57
C -1.95 -0.78 -0.58
C -3.18 -1.48 -0.58
C -4.37 -0.80 -0.58
C -4.40 0.60 -0.58
C -3.23 1.32 -0.57
C -1.98 0.66 -0.57
N -0.82 1.33 -0.52
Si -0.55 3.05 -0.34
C -1.26 3.61 1.34
C -1.26 4.11 -1.76
C 1.35 3.20 -0.37
H 1.65 -4.19 -1.45
H 1.50 -2.56 -2.08
H 0.45 -3.84 -2.67
H -1.12 -5.39 -0.23
H -2.21 -4.48 -1.23
H -2.27 -4.33 0.53
H 0.99 -4.01 1.56
H -0.05 -2.71 2.09
H 1.46 -2.35 1.26
H -3.16 -2.55 -0.56
H -5.30 -1.35 -0.57
H -5.34 1.12 -0.58
H -3.24 2.39 -0.54
H -2.34 3.55 1.37
H -0.99 4.64 1.54
H -0.87 3.00 2.15
H -2.34 4.05 -1.85
H -0.84 3.87 -2.73
H -1.03 5.16 -1.56
H 1.80 2.78 0.53
H 1.65 4.24 -0.42
H 1.78 2.69 -1.23
C 0.17 1.47 -4.68
S -0.13 0.20 -3.38
C -0.11 -1.24 -4.52
O 1.18 0.14 -2.65
H -0.70 1.53 -5.32
H 1.06 1.22 -5.25
H 0.32 2.41 -4.16
H -0.83 -1.07 -5.31
H -0.41 -2.11 -3.94
H 0.88 -1.39 -4.93

## Properties
Calculated total energy, Ha: -4993.90242
HOMO (alpha / beta), eV: -10.3 / -9.6
Charge: +1
LUMO (alpha / beta), eV: -4.37 / -4.66
Frontier orbital gap (alpha / beta), eV: 5.947 / 4.991

***

14.
C23H25F3InN9O4S2 as an isolated structure. Source: the OMol25 dataset; level of theory: ωB97M-V/def2-TZVPD.

CARTESIAN COORDINATES (ANGSTROEM)
In 0.37 -0.45 -0.18
O -2.27 5.93 1.89
C -2.24 4.72 1.30
O -2.87 4.49 0.31
C -1.44 3.66 1.97
C -1.24 3.40 3.31
N -0.60 2.22 3.38
N -0.38 1.67 2.18
C -0.89 2.54 1.31
C -0.75 2.27 -0.15
O -0.41 3.14 -0.92
O -0.99 1.04 -0.52
H -1.62 6.00 2.60
H -1.54 3.94 4.19
H -0.31 1.73 4.21
S 2.63 -1.03 0.90
C 3.05 0.61 0.75
N 4.33 1.01 0.99
C 4.72 2.30 0.85
C 3.81 3.23 0.46
C 2.50 2.78 0.23
N 2.14 1.52 0.38
H 5.00 0.31 1.27
H 5.76 2.51 1.07
H 4.08 4.27 0.33
H 1.72 3.46 -0.10
C 1.00 -1.38 -5.23
N 0.37 -0.21 -4.67
C -0.53 0.61 -5.48
C -0.97 1.71 -4.50
N -0.07 1.50 -3.37
C 0.62 0.37 -3.50
S 1.76 -0.23 -2.35
H 0.24 -2.11 -5.52
H 1.67 -1.82 -4.49
H 1.57 -1.11 -6.12
H -1.36 0.01 -5.85
H 0.00 1.01 -6.35
H -2.01 1.60 -4.19
H -0.85 2.71 -4.91
H -0.11 2.05 -2.52
F -4.25 -3.35 -4.92
C -3.14 -3.97 -4.52
F -2.34 -4.12 -5.59
F -3.47 -5.18 -4.07
C -2.41 -3.18 -3.45
C -2.83 -1.91 -3.08
C -2.09 -1.23 -2.12
N -1.00 -1.75 -1.56
C -0.61 -2.98 -1.92
C -1.29 -3.73 -2.86
H -3.71 -1.46 -3.51
H -2.37 -0.24 -1.80
H 0.28 -3.37 -1.45
H -0.94 -4.72 -3.12
C -1.33 -3.92 4.02
N -1.36 -2.86 3.02
C -2.46 -2.13 2.64
C -2.05 -1.30 1.65
N -0.71 -1.52 1.42
C -0.33 -2.47 2.26
H -2.18 -3.80 4.69
H -0.42 -3.85 4.61
H -1.38 -4.90 3.55
H -3.41 -2.26 3.11
H -2.60 -0.55 1.11
H 0.67 -2.87 2.35

## Properties
Calculated total energy, Ha: -2971.00887
HOMO, eV: -14.3
Relative energy (zero: lowest compared OMol25 entry of this formula, charge and spin), eV: 0.000
Charge: +2
LUMO, eV: -6.08
Frontier orbital gap, eV: 8.215

***

15.
The molecule C5H3IN2O in a non-equilibrium geometry. Source: the OMol25 dataset; level of theory: ωB97M-V/def2-TZVPD.

CARTESIAN COORDINATES (ANGSTROEM)
C 0.46 -1.25 0.69
C -0.18 0.02 0.46
C 0.59 -0.73 -0.49
C -0.17 2.19 0.00
C -1.51 0.53 0.13
N -1.50 1.80 -0.13
N 0.54 1.30 0.59
O 1.07 -0.77 -1.73
I -3.09 -0.82 0.10
H 0.61 -1.98 1.52
H 1.58 1.27 0.46
H 1.61 -1.57 -1.61

## Properties
Calculated total energy, Ha: -674.56845
HOMO, eV: -7.8
Relative energy (zero: lowest compared OMol25 entry of this formula, charge and spin), eV: 1.175
Charge: 0
LUMO, eV: 0.01
Frontier orbital gap, eV: 7.843